Entry 1:
The following is a DFT calculation (ωB97M-V/def2-TZVPD) of C40H36Cl5CsN2O3S4Se as an isolated structure in a non-equilibrium geometry.

```
92
Properties=species:S:1:pos:R:3:mulliken_charge:R:1
Cs -0.050 0.008 0.719 0.746
O -1.712 0.403 -1.964 -0.388
S -2.697 1.182 -2.753 0.107
C -4.128 0.082 -3.085 -0.879
C -4.366 -0.917 -1.959 -0.139
C -3.633 -2.239 -2.167 -0.495
C -3.782 -3.163 -0.965 -1.204
S -2.397 -2.924 0.318 0.037
O -1.875 -1.567 -0.012 -0.135
C -1.374 -4.130 -0.528 0.580
C -0.328 -3.735 -1.335 -0.399
C 0.443 -4.702 -1.969 -0.704
C 0.157 -6.049 -1.806 -0.574
C -0.904 -6.437 -0.989 -0.625
C -1.664 -5.478 -0.343 -0.412
C -3.591 2.284 -1.651 0.851
C -4.111 3.450 -2.200 -0.426
C -4.828 4.321 -1.393 -0.616
C -5.025 4.013 -0.051 -0.586
C -4.496 2.848 0.485 -0.999
C -3.754 1.985 -0.311 -0.257
H -3.902 -0.425 -4.028 0.539
H -4.970 0.757 -3.244 0.411
H -5.440 -1.115 -1.880 0.544
H -4.043 -0.497 -1.006 -0.293
H -2.571 -2.033 -2.335 0.071
H -4.025 -2.725 -3.067 0.527
H -3.756 -4.212 -1.255 0.546
H -4.717 -2.977 -0.426 0.506
H -0.098 -2.682 -1.438 0.501
H 1.294 -4.394 -2.567 0.411
H 0.768 -6.800 -2.295 0.339
H -1.125 -7.490 -0.847 0.366
H -2.466 -5.762 0.333 0.384
H -3.937 3.676 -3.248 0.379
H -5.220 5.243 -1.805 0.371
H -5.569 4.700 0.587 0.398
H -4.633 2.617 1.535 0.541
H -3.280 1.105 0.115 0.474
Cl -2.177 1.455 2.847 -0.070
C -1.802 3.044 2.196 0.961
C -0.991 3.108 1.073 -0.874
C -0.757 4.397 0.633 0.044
Cl 0.242 4.615 -0.812 -0.316
C -1.274 5.552 1.220 -0.288
Cl -0.913 7.142 0.611 -0.232
C -2.114 5.419 2.324 0.362
Cl -2.830 6.818 3.058 -0.251
C -2.381 4.145 2.819 -0.280
Cl -3.475 3.967 4.164 -0.201
C 3.068 -5.048 0.983 -1.633
C 1.978 -4.029 1.267 0.482
S 2.269 -2.410 0.623 -0.152
C 0.912 -4.362 2.034 0.639
C 0.878 -5.748 2.659 -1.701
S -0.465 -3.330 2.375 -0.362
H 3.692 -4.696 0.164 0.391
H 2.639 -6.019 0.709 0.312
H 3.716 -5.199 1.856 0.253
H 0.676 -6.522 1.909 0.213
H 0.088 -5.786 3.406 0.380
H 1.832 -5.995 3.141 0.345
Se 2.047 -1.595 3.022 0.570
N 1.572 0.083 3.065 -0.393
C 2.652 0.793 3.512 0.460
C 2.666 2.174 3.744 -0.739
C 3.808 2.770 4.258 -0.547
C 4.953 2.011 4.530 -0.449
C 4.967 0.643 4.300 -0.755
C 3.815 0.010 3.808 0.596
N 3.670 -1.335 3.638 -0.905
H 1.780 2.761 3.528 0.457
H 3.810 3.837 4.457 0.374
H 5.834 2.498 4.935 0.330
H 5.844 0.044 4.517 0.411
C 0.979 2.030 -3.055 -0.430
C 1.983 1.699 -1.982 0.451
O 1.660 1.117 -0.976 -0.092
C 3.416 2.093 -2.190 0.494
C 3.844 2.843 -3.280 -0.364
C 5.184 3.180 -3.413 -0.731
C 6.105 2.769 -2.460 -0.332
C 5.682 2.021 -1.368 -0.652
C 4.345 1.686 -1.234 -0.565
H 0.033 1.572 -2.783 -0.681
H 1.315 1.652 -4.024 0.488
H 0.853 3.112 -3.119 0.395
H 3.134 3.177 -4.026 0.328
H 5.510 3.769 -4.263 0.353
H 7.149 3.037 -2.565 0.361
H 6.395 1.701 -0.617 0.414
H 3.990 1.108 -0.388 0.636
```

Properties
**Kohn-Sham gap**: 3.91 eV
**Highest occupied orbital energy**: -0.564 eV
**Lowest unoccupied orbital energy**: 3.3447 eV
**Total charge**: -2
**E**: -8196.30909 Eh

Entry 2:
The following is a DFT calculation (ωB97M-V/def2-TZVPD) of C40H36CoN6O7S3Sb as an isolated structure.

```
94
Properties=species:S:1:pos:R:3:mulliken_spin:R:1
Co 1.193 -0.524 -0.335 1.917
C -1.636 -1.310 -1.108 0.076
N -2.436 -0.187 -0.742 -0.001
C -2.188 1.042 -1.485 0.029
C -0.924 1.800 -1.172 -0.029
N 0.266 1.360 -0.874 0.010
C 1.097 2.480 -0.886 0.003
C 2.470 2.569 -0.685 -0.008
C 3.046 3.821 -0.757 -0.010
C 2.278 4.964 -1.027 0.001
C 0.917 4.885 -1.249 -0.001
C 0.349 3.619 -1.181 0.001
N -0.942 3.158 -1.350 0.002
C -1.087 -1.713 1.181 -0.009
N -0.189 -0.797 1.313 0.010
C -0.079 -0.615 2.701 0.010
C 0.676 0.296 3.429 -0.007
C 0.615 0.234 4.808 -0.001
C -0.203 -0.705 5.452 0.000
C -0.996 -1.590 4.742 0.000
C -0.918 -1.519 3.358 0.000
N -1.584 -2.202 2.341 0.000
H -0.641 -0.968 -1.403 0.010
H -2.040 -1.938 -1.902 -0.018
H -3.419 -0.415 -0.799 0.001
H -3.020 1.711 -1.257 0.001
H -2.202 0.885 -2.576 -0.002
H 3.046 1.669 -0.513 0.024
H 4.112 3.927 -0.605 0.000
H 2.765 5.930 -1.070 0.000
H 0.328 5.766 -1.474 0.000
H -1.730 3.693 -1.668 -0.001
H 1.321 1.002 2.928 -0.004
H 1.246 0.877 5.410 0.000
H -0.203 -0.737 6.533 0.000
H -1.639 -2.304 5.241 0.000
H -2.190 -3.001 2.414 0.000
O -1.019 -4.966 0.376 0.001
S -0.207 -4.145 -0.455 -0.003
O -0.467 -4.085 -1.849 -0.001
O -1.542 -2.238 0.015 0.000
O 0.961 -3.549 0.086 0.001
S 2.309 -1.017 -2.350 0.503
Sb 0.583 -0.648 -4.092 0.164
C -1.454 -0.845 -5.184 0.291
C -2.082 -2.048 -4.841 0.032
C -3.363 -2.363 -5.273 0.023
C -4.075 -1.454 -6.046 -0.002
C -3.476 -0.254 -6.398 0.011
C -2.182 0.040 -5.977 -0.058
C 1.679 -1.312 -5.811 -0.007
C 3.012 -1.681 -5.637 0.000
C 3.782 -2.086 -6.720 -0.003
C 3.226 -2.131 -7.990 0.005
C 1.898 -1.771 -8.171 -0.004
C 1.129 -1.364 -7.089 -0.003
C 0.859 1.466 -4.375 0.023
C 2.162 1.962 -4.329 -0.015
C 2.413 3.317 -4.489 -0.003
C 1.364 4.205 -4.690 0.004
C 0.063 3.729 -4.714 -0.005
C -0.185 2.370 -4.551 -0.001
H -1.556 -2.768 -4.217 -0.005
H -3.804 -3.315 -5.002 0.001
H -5.081 -1.681 -6.375 0.000
H -4.009 0.459 -7.017 -0.001
H -1.731 0.961 -6.330 0.008
H 3.444 -1.658 -4.643 0.000
H 4.817 -2.368 -6.570 0.000
H 3.824 -2.448 -8.836 0.000
H 1.457 -1.807 -9.160 0.000
H 0.095 -1.085 -7.245 0.002
H 2.984 1.282 -4.140 0.005
H 3.431 3.683 -4.445 0.000
H 1.561 5.263 -4.810 0.000
H -0.766 4.415 -4.854 0.000
H -1.212 2.026 -4.545 -0.002
N 3.026 -1.104 0.768 0.032
C 3.434 -0.706 2.087 -0.001
C 3.356 -1.600 3.148 0.011
C 3.660 -1.184 4.434 -0.001
C 4.063 0.124 4.669 0.002
C 4.183 1.002 3.604 -0.004
C 3.862 0.593 2.316 0.002
S 4.335 0.680 6.355 0.000
O 2.977 0.867 6.861 0.000
O 5.053 -0.414 6.989 0.000
O 5.089 1.915 6.216 0.000
H 2.823 -2.100 0.763 -0.011
H 3.766 -0.966 0.087 -0.005
H 3.029 -2.619 2.965 0.001
H 3.587 -1.867 5.270 0.000
H 4.517 2.012 3.803 0.000
H 3.920 1.296 1.492 0.006
```

Properties
**Kohn-Sham gap (spin up / spin down)**: 6.07 / 5.63 eV
**Expectation value of S²**: 3.776
**Highest occupied orbital energy (spin up / spin down)**: -4.449 / -4.311 eV
**Lowest unoccupied orbital energy (spin up / spin down)**: 1.6208 / 1.3161 eV
**2S+1**: 4
**Total charge**: -1
**E**: -5218.74870 Eh

Entry 3:
The following is a DFT calculation (ωB97M-V/def2-TZVPD) of C40H36N6O4PPbS3 as an isolated structure.

```
91
Properties=species:S:1:pos:R:3:mulliken_charge:R:1
Pb -1.082 -0.599 -0.631 1.192
N -2.800 -4.798 0.852 -0.402
C -2.546 -3.576 0.293 0.314
S -0.860 -3.319 -0.167 -0.327
N -3.556 -2.786 0.193 -1.156
N -3.319 -1.538 -0.385 0.641
C -4.363 -0.799 -0.396 -0.799
C -4.509 0.526 -0.989 0.373
C -5.709 1.193 -0.700 -0.589
C -6.017 2.423 -1.238 -0.862
C -5.104 2.997 -2.130 -0.430
C -3.928 2.353 -2.450 -0.393
C -3.577 1.111 -1.879 0.516
O -2.426 0.559 -2.185 -0.723
H -2.092 -5.506 0.817 0.181
H -3.758 -5.054 1.012 0.232
H -5.250 -1.217 0.079 0.356
H -6.408 0.712 -0.023 0.327
H -6.945 2.921 -0.992 0.547
H -5.330 3.953 -2.588 0.411
H -3.222 2.790 -3.148 0.437
O 0.440 -0.796 2.767 -0.558
C 1.320 -1.368 2.227 0.015
O 1.545 -1.213 0.844 1.226
C 2.358 -2.294 2.780 0.158
C 2.400 -2.731 4.088 -0.656
C 3.427 -3.594 4.450 -0.595
C 4.382 -3.998 3.520 -0.711
C 4.332 -3.552 2.205 -0.623
C 3.302 -2.695 1.853 0.017
P 2.897 -1.912 0.303 1.439
C 2.554 -3.036 -0.981 0.756
C 2.139 -4.331 -0.653 -0.645
C 1.773 -5.198 -1.666 -0.616
C 1.820 -4.774 -2.988 -0.462
C 2.230 -3.485 -3.314 -1.095
C 2.596 -2.604 -2.313 -0.678
C 4.023 -0.652 -0.173 0.805
C 5.108 -0.970 -0.995 -0.439
C 5.998 0.024 -1.359 -0.797
C 5.803 1.323 -0.910 -0.619
C 4.726 1.635 -0.090 -0.611
C 3.823 0.652 0.279 -0.645
H 1.647 -2.407 4.796 0.585
H 3.483 -3.961 5.466 0.440
H 5.173 -4.670 3.826 0.454
H 5.074 -3.872 1.484 0.524
H 2.087 -4.653 0.380 0.376
H 1.442 -6.199 -1.425 0.445
H 1.526 -5.456 -3.776 0.417
H 2.263 -3.167 -4.347 0.483
H 2.890 -1.590 -2.552 0.497
H 5.262 -1.986 -1.340 0.441
H 6.843 -0.213 -1.993 0.444
H 6.494 2.101 -1.208 0.436
H 4.576 2.648 0.254 0.450
H 2.967 0.911 0.892 0.394
N -0.464 -1.260 -3.376 -0.359
N 0.376 -0.566 -4.247 -0.342
C 1.200 0.416 -3.817 0.375
N 1.788 1.105 -4.819 -0.472
S 1.531 0.773 -2.205 -0.097
H -0.415 -2.253 -3.560 0.226
H -1.416 -0.889 -3.437 0.317
H 0.136 -0.584 -5.229 0.237
H 1.477 1.036 -5.773 0.181
H 2.339 1.902 -4.556 0.242
O -2.266 0.767 1.323 -0.256
S -1.753 1.636 2.445 -0.077
C -3.046 2.838 2.686 0.520
C -3.057 3.604 3.843 -0.635
C -4.066 4.541 4.011 -0.649
C -5.046 4.686 3.036 -0.587
C -5.025 3.898 1.892 -0.438
C -4.019 2.962 1.707 0.189
C -0.527 2.701 1.705 0.645
C 0.511 3.175 2.492 -0.490
C 1.424 4.066 1.937 -0.634
C 1.292 4.449 0.608 -0.570
C 0.264 3.935 -0.176 -0.630
C -0.658 3.057 0.369 -0.321
H -2.292 3.474 4.601 0.414
H -4.094 5.149 4.906 0.387
H -5.838 5.412 3.176 0.401
H -5.794 4.006 1.138 0.405
H -3.995 2.326 0.830 -0.117
H 0.593 2.869 3.530 0.431
H 2.226 4.467 2.544 0.440
H 1.991 5.156 0.179 0.447
H 0.173 4.228 -1.214 0.475
H -1.471 2.657 -0.228 0.445
```

Properties
**Kohn-Sham gap**: 5.76 eV
**Highest occupied orbital energy**: -8.796 eV
**Lowest unoccupied orbital energy**: -3.0325 eV
**Total charge**: +1
**E**: -3904.00215 Eh

Entry 4:
The following is a DFT calculation (ωB97M-V/def2-TZVPD) of C40H37BGeLuN8O2S as an isolated structure in a non-equilibrium geometry.

```
91
Properties=species:S:1:pos:R:3:mulliken_charge:R:1
Lu 0.837 -0.322 0.573 1.247
C 3.737 1.491 -2.652 -1.114
C 2.805 1.640 -1.626 -0.475
N 2.651 0.496 -0.970 -0.070
N 3.456 -0.401 -1.550 0.351
C 4.129 0.172 -2.558 -0.345
B 3.719 -1.807 -0.969 0.310
N 2.494 -2.739 -0.978 0.237
C 2.449 -3.931 -1.588 -0.262
C 1.302 -4.586 -1.196 -1.243
C 0.684 -3.694 -0.325 -0.340
N 1.412 -2.590 -0.193 -0.086
N 4.142 -1.593 0.488 -0.099
C 5.277 -1.993 1.078 -0.224
C 5.242 -1.588 2.394 -1.114
C 4.016 -0.933 2.520 -0.341
N 3.368 -0.942 1.363 -0.025
H 4.075 2.229 -3.349 0.468
H 2.258 2.517 -1.332 0.482
H 4.842 -0.378 -3.139 0.467
H 4.604 -2.315 -1.580 -0.232
H 3.226 -4.236 -2.261 0.480
H 0.957 -5.548 -1.513 0.427
H -0.249 -3.800 0.201 0.475
H 6.023 -2.529 0.528 0.463
H 5.990 -1.744 3.143 0.410
H 3.576 -0.470 3.382 0.492
C 2.176 1.811 -7.378 -1.542
C 1.441 1.041 -6.318 1.050
C 0.055 1.092 -6.210 -0.882
C -0.600 0.395 -5.210 -0.131
C 0.128 -0.330 -4.283 -0.883
C 1.503 -0.427 -4.406 -0.481
C 2.153 0.231 -5.433 -0.797
S -0.639 -1.108 -2.855 1.464
O -2.059 -1.215 -3.111 -0.768
O 0.058 -2.349 -2.642 -0.650
N -0.265 -0.166 -1.592 0.742
C -0.739 1.092 -1.508 0.490
C -1.699 1.638 -2.380 -1.072
C -2.061 2.954 -2.255 -0.849
C -1.474 3.727 -1.254 -0.730
C -0.586 3.109 -0.397 -1.019
N -0.217 1.830 -0.491 0.202
H 1.561 2.603 -7.798 0.362
H 2.472 1.142 -8.186 0.310
H 3.083 2.259 -6.974 0.344
H -0.517 1.686 -6.912 0.352
H -1.677 0.389 -5.158 0.458
H 2.034 -1.043 -3.698 0.616
H 3.224 0.136 -5.550 0.439
H -2.158 0.989 -3.102 0.926
H -2.808 3.367 -2.919 0.429
H -1.731 4.769 -1.134 0.424
H -0.135 3.665 0.416 0.744
C 0.575 -0.409 2.924 -1.351
Ge -1.314 -0.312 3.134 2.140
C -1.901 -0.161 5.091 -0.122
C -0.898 0.259 5.958 -0.487
C -1.135 0.481 7.300 -0.665
C -2.401 0.265 7.819 -0.353
C -3.415 -0.151 6.975 -0.681
C -3.168 -0.347 5.625 -0.018
C -1.836 1.540 2.576 -0.033
C -2.994 1.885 1.893 -0.173
C -3.325 3.208 1.658 -0.622
C -2.506 4.225 2.117 -0.288
C -1.339 3.901 2.788 -0.766
C -1.013 2.575 3.005 -0.315
C -2.690 -1.451 2.132 -0.365
C -2.569 -1.401 0.747 -0.499
C -3.305 -2.214 -0.093 -0.553
C -4.200 -3.120 0.456 -0.666
C -4.321 -3.208 1.832 -0.627
C -3.564 -2.394 2.659 -0.461
H 0.923 -1.373 3.348 0.394
H 0.090 0.408 5.542 0.268
H -0.338 0.824 7.948 0.379
H -2.595 0.416 8.874 0.351
H -4.408 -0.321 7.378 0.367
H -3.985 -0.644 4.982 0.326
H -3.646 1.104 1.524 0.390
H -4.224 3.459 1.111 0.390
H -2.768 5.262 1.943 0.396
H -0.678 4.689 3.129 0.388
H -0.097 2.318 3.519 0.213
H -1.864 -0.686 0.309 0.529
H -3.175 -2.138 -1.163 0.497
H -4.791 -3.758 -0.189 0.394
H -5.014 -3.920 2.265 0.359
H -3.656 -2.498 3.733 0.378
```

Properties
**Kohn-Sham gap**: 5.37 eV
**Highest occupied orbital energy**: -3.130 eV
**Lowest unoccupied orbital energy**: 2.2361 eV
**Total charge**: -1
**E**: -5870.64849 Eh

Entry 5:
The following is a DFT calculation (ωB97M-V/def2-TZVPD) of C40H37N5O2P2Rb as an isolated structure.

```
87
Properties=species:S:1:pos:R:3:mulliken_charge:R:1
Rb -0.342 -0.365 0.128 1.029
C -2.539 2.534 0.165 -0.527
P -1.598 2.244 -1.411 0.421
C -1.009 3.943 -1.782 0.215
C 0.317 4.247 -1.490 -0.327
C 0.822 5.524 -1.698 -0.606
C 0.003 6.517 -2.216 -0.434
C -1.322 6.227 -2.517 -0.647
C -1.822 4.952 -2.297 -0.367
C -2.904 1.977 -2.669 0.314
C -2.577 1.231 -3.800 -0.583
C -3.529 0.959 -4.772 -0.412
C -4.833 1.409 -4.617 -0.474
C -5.181 2.131 -3.484 -0.742
C -4.222 2.410 -2.519 0.006
C -1.572 2.601 1.318 -0.023
C -0.803 3.687 1.725 -0.763
C 0.014 3.204 2.775 -1.201
C -0.321 1.864 2.927 0.088
C 0.285 0.874 3.886 -0.587
P 1.487 -0.199 2.973 0.607
C 2.809 1.031 2.633 0.337
C 3.623 1.547 3.639 -0.265
C 4.548 2.544 3.368 -0.716
C 4.673 3.043 2.078 -0.535
C 3.872 2.535 1.065 -0.713
C 2.953 1.532 1.343 -0.149
C 2.295 -1.207 4.273 -0.169
C 1.773 -1.359 5.554 -0.017
C 2.390 -2.194 6.482 -0.717
C 3.544 -2.881 6.145 -0.393
C 4.076 -2.736 4.867 -0.678
C 3.454 -1.916 3.941 -0.432
N -1.284 1.481 2.041 -0.649
H -3.220 1.690 0.307 0.471
H -3.145 3.441 0.087 0.433
H 0.957 3.480 -1.070 0.322
H 1.852 5.741 -1.447 0.402
H 0.395 7.512 -2.387 0.363
H -1.970 6.996 -2.922 0.383
H -2.856 4.737 -2.538 0.283
H -1.575 0.828 -3.896 0.229
H -3.256 0.370 -5.640 0.386
H -5.581 1.182 -5.368 0.363
H -6.200 2.472 -3.345 0.395
H -4.507 2.965 -1.633 0.287
H -0.837 4.689 1.319 0.527
H 0.750 3.752 3.348 0.415
H -0.494 0.230 4.302 0.481
H 0.779 1.387 4.716 0.485
H 3.525 1.165 4.649 0.374
H 5.166 2.936 4.166 0.399
H 5.391 3.825 1.863 0.357
H 3.959 2.921 0.057 0.428
H 2.344 1.142 0.536 0.404
H 0.880 -0.819 5.841 0.295
H 1.965 -2.297 7.473 0.385
H 4.027 -3.527 6.868 0.359
H 4.979 -3.266 4.589 0.399
H 3.872 -1.816 2.945 0.350
O -0.978 -4.249 -0.482 -0.690
N -0.674 -3.064 -0.765 -0.252
N -1.085 -2.590 -1.906 1.091
O -0.691 -1.352 -2.224 -0.868
C -1.854 -3.294 -2.896 -0.048
C -2.556 -4.481 -2.676 -0.404
C -3.307 -5.022 -3.715 -0.485
C -3.359 -4.417 -4.960 -0.473
C -2.654 -3.239 -5.168 -0.515
C -1.911 -2.674 -4.146 -0.221
H -2.518 -4.962 -1.717 0.456
H -3.860 -5.936 -3.534 0.349
H -3.947 -4.852 -5.758 0.370
H -2.686 -2.746 -6.132 0.339
H -1.367 -1.750 -4.263 0.436
C 1.947 -5.126 -0.609 -0.786
N 2.511 -3.791 -0.503 0.178
C 3.482 -3.220 -1.293 -0.224
C 3.572 -1.920 -0.891 -0.813
N 2.654 -1.668 0.101 0.133
C 2.046 -2.813 0.303 -0.730
H 2.623 -5.742 -1.198 0.319
H 0.965 -5.088 -1.078 0.263
H 1.846 -5.563 0.382 0.268
H 4.003 -3.789 -2.044 0.391
H 4.221 -1.150 -1.276 0.444
H 1.241 -2.993 0.999 0.607
```

Properties
**Kohn-Sham gap**: 6.14 eV
**Highest occupied orbital energy**: -3.810 eV
**Lowest unoccupied orbital energy**: 2.3298 eV
**Total charge**: -1
**E**: -2677.49031 Eh